(one)
Density functional theory data (ωB97M-V with the def2-TZVPD basis set) for one molecule with the formula C23H34N6O2.

Calculated values
SMILES string: CC[C@@H](c1nnnn1C(C)(C)CC)N(CCCO)Cc1cc2cccc(C)c2[nH]c1=O
Kohn-Sham gap (eV): 8.57

Last column: Mulliken charge in e.
CARTESIAN COORDINATES (ANGSTROEM)
1 C -2.62 2.78 -1.89  -1.277
2 C -2.07 2.95 -0.48  -0.634
3 H -1.69 3.96 -0.35  0.345
4 H -2.88 2.78 0.24  0.348
5 C -0.95 1.93 -0.20  1.203
6 C 0.25 2.29 -1.00  -1.149
7 N 0.78 3.49 -0.94  -0.015
8 N 1.83 3.50 -1.74  -1.195
9 N 1.98 2.38 -2.30  -0.349
10 N 1.01 1.56 -1.87  1.454
11 C 0.96 0.23 -2.48  1.627
12 C -0.02 -0.72 -1.80  -1.483
13 H -1.05 -0.44 -2.02  0.403
14 H 0.15 -1.72 -2.19  0.681
15 H 0.14 -0.74 -0.73  -0.153
16 C 0.55 0.45 -3.94  -1.988
17 H 0.52 -0.50 -4.47  0.394
18 H -0.44 0.91 -3.99  0.364
19 H 1.26 1.10 -4.44  0.454
20 C 2.39 -0.35 -2.43  -1.093
21 C 2.87 -0.72 -1.03  -0.949
22 H 2.80 0.13 -0.35  0.301
23 H 3.92 -1.01 -1.08  0.490
24 H 2.31 -1.55 -0.62  0.095
25 H 3.07 0.39 -2.86  0.470
26 H 2.41 -1.24 -3.07  0.497
27 N -0.55 1.81 1.21  1.031
28 C -0.25 3.07 1.87  -1.074
29 H 0.08 3.78 1.11  0.579
30 C 0.89 2.91 2.89  -0.798
31 C 2.19 2.50 2.19  -0.424
32 O 2.11 1.20 1.65  -0.569
33 H 1.22 1.15 1.25  -0.200
34 H 3.02 2.48 2.90  0.470
35 H 2.43 3.23 1.40  0.259
36 H 1.05 3.86 3.39  0.498
37 H 0.64 2.16 3.64  0.268
38 H -1.13 3.48 2.38  0.323
39 C -1.45 0.95 1.98  -1.428
40 C -1.27 -0.49 1.59  0.529
41 C -0.13 -1.18 1.87  -0.409
42 C 0.06 -2.53 1.46  0.942
43 C 1.25 -3.23 1.71  -0.777
44 C 1.38 -4.52 1.28  -0.925
45 C 0.34 -5.15 0.60  -0.659
46 C -0.84 -4.50 0.33  1.140
47 C -0.98 -3.17 0.76  -0.358
48 N -2.12 -2.45 0.51  0.048
49 C -2.35 -1.13 0.85  0.242
50 O -3.39 -0.60 0.52  -0.729
51 H -2.88 -2.90 0.01  0.246
52 C -1.96 -5.18 -0.41  -1.756
53 H -2.86 -5.22 0.20  0.385
54 H -2.19 -4.66 -1.33  0.356
55 H -1.68 -6.20 -0.65  0.375
56 H 0.46 -6.17 0.27  0.380
57 H 2.30 -5.07 1.47  0.411
58 H 2.05 -2.72 2.23  0.513
59 H 0.67 -0.69 2.41  0.451
60 H -1.20 1.07 3.03  0.759
61 H -2.51 1.22 1.83  0.297
62 H -1.32 0.94 -0.49  -0.257
63 H -3.03 1.78 -2.02  0.274
64 H -3.41 3.51 -2.08  0.487
65 H -1.83 2.94 -2.63  0.257

(two)
Density functional theory data (ωB97M-V with the def2-TZVPD basis set) for a 6-piece molecular cluster, C23H34N6O2 overall.

Calculated values
SMILES string: c1cc[nH]c1.c1cc[nH]c1.c1cc[nH]c1.c1cc[nH]c1.c1cc[nH]c1.NCCOCO
Kohn-Sham gap (eV): 8.33

Last column: Mulliken charge in e.
CARTESIAN COORDINATES (ANGSTROEM)
1 N -3.06 -3.67 1.79  -0.552
2 C -1.74 -4.01 1.25  -0.917
3 C -1.00 -2.89 0.51  0.184
4 O 0.31 -2.70 1.04  -0.415
5 C 0.60 -1.42 1.49  -0.244
6 O -0.30 -0.97 2.49  -0.512
7 H -3.56 -3.00 1.21  0.194
8 H -2.98 -3.28 2.72  0.315
9 H -1.10 -4.30 2.09  0.487
10 H -1.82 -4.88 0.60  0.252
11 H -1.58 -1.96 0.57  0.039
12 H -0.89 -3.14 -0.55  0.306
13 H 1.59 -1.47 1.94  0.313
14 H 0.63 -0.71 0.65  0.250
15 H -0.92 -0.37 2.08  0.302
16 N -3.73 -3.17 -2.13  0.055
17 C -3.95 -1.85 -2.43  -0.248
18 C -4.12 -1.76 -3.79  -0.622
19 C -4.01 -3.07 -4.32  -0.408
20 C -3.77 -3.92 -3.28  -0.537
21 H -3.58 -3.54 -1.21  0.199
22 H -3.97 -1.10 -1.66  0.408
23 H -4.31 -0.85 -4.33  0.392
24 H -4.09 -3.35 -5.36  0.398
25 H -3.62 -4.98 -3.25  0.364
26 N 2.78 -1.23 4.78  0.014
27 C 3.07 -2.56 4.92  -0.427
28 C 4.41 -2.67 5.20  -0.434
29 C 4.94 -1.35 5.22  -0.394
30 C 3.91 -0.49 4.96  -0.499
31 H 1.87 -0.86 4.57  0.214
32 H 2.31 -3.31 4.82  0.386
33 H 4.95 -3.59 5.37  0.394
34 H 5.97 -1.07 5.41  0.387
35 H 3.89 0.58 4.88  0.371
36 N -3.04 1.63 0.91  0.055
37 C -3.80 0.80 1.69  -0.442
38 C -4.21 1.52 2.79  -0.521
39 C -3.67 2.83 2.66  -0.638
40 C -2.96 2.87 1.49  -0.599
41 H -2.62 1.37 0.03  0.262
42 H -3.99 -0.22 1.40  0.392
43 H -4.82 1.14 3.59  0.428
44 H -3.80 3.65 3.35  0.435
45 H -2.42 3.67 1.03  0.590
46 N 0.32 3.35 0.19  0.127
47 C 1.19 2.78 -0.69  -0.535
48 C 2.14 3.71 -1.01  -0.281
49 C 1.83 4.89 -0.29  -0.773
50 C 0.70 4.64 0.45  -0.320
51 H -0.48 2.90 0.60  0.209
52 H 1.06 1.76 -1.02  0.414
53 H 2.97 3.56 -1.69  0.401
54 H 2.38 5.82 -0.30  0.391
55 H 0.15 5.27 1.13  0.374
56 N 4.49 2.19 -6.43  0.035
57 C 3.72 1.37 -5.65  -0.767
58 C 3.30 2.10 -4.57  -0.039
59 C 3.84 3.41 -4.70  -0.267
60 C 4.58 3.43 -5.86  -0.669
61 H 4.94 1.93 -7.29  0.183
62 H 3.53 0.35 -5.94  0.356
63 H 2.68 1.73 -3.77  0.399
64 H 3.71 4.23 -4.02  0.421
65 H 5.14 4.22 -6.32  0.363

Of them, (two) has the lowest stability.